No. 1
Formula: C3H10O3
Source: OMol25
Level of theory: ωB97M-V/def2-TZVPD

Calculated values
energy relative to the best compared isomer or geometry (same formula, charge and spin): 21.90 kcal/mol
orbital gap: 9.47 eV
net charge: 0
LUMO level: 0.644 eV
HOMO energy: -0.3243 Ha
SMILES: C/C=C/O.O.O

Cartesian coordinates (Å):
C 1.807 2.439 0.985
C 0.639 1.645 0.493
C 0.375 1.384 -0.777
O -0.618 0.520 -1.144
H 2.429 1.866 1.678
H 2.474 2.668 0.158
H 1.453 3.358 1.442
H -0.106 1.265 1.193
H 1.027 1.694 -1.568
H -0.965 0.710 -2.019
H -4.955 -4.056 -3.353
H -3.617 -3.461 -3.033
O -4.049 -4.028 -3.685
H 1.043 -1.982 3.951
H 1.891 -1.763 2.642
O 1.171 -2.259 3.038

Here are the Löwdin charges for atoms 1 to 6, given in e:
1 C -0.11
2 C -0.16
3 C -0.23
4 O -0.01
5 H 0.07
6 H 0.07

***

No. 2
Formula: C16H16AuClN2O6Se2
Source: OMol25
Level of theory: ωB97M-V/def2-TZVPD

Calculated values
energy relative to the best compared isomer or geometry (same formula, charge and spin): 8.30 kcal/mol
orbital gap: 5.11 eV
net charge: -2
LUMO level: 4.283 eV
HOMO energy: -0.0303 Ha

Cartesian coordinates (Å):
Au 0.120 0.687 -0.934
O 2.000 -5.146 1.204
C 0.963 -4.996 1.984
O 0.620 -5.842 2.790
C 0.187 -3.727 1.820
C -0.980 -3.416 2.488
Cl -1.801 -4.369 3.645
N -1.402 -2.189 2.070
N -0.528 -1.685 1.179
C 0.424 -2.569 1.018
C 1.562 -2.222 0.075
O 2.451 -3.113 -0.075
O 1.554 -1.107 -0.447
C -2.542 -1.368 2.366
C -2.613 -0.138 1.714
C -3.690 0.701 1.936
C -4.704 0.337 2.811
C -4.632 -0.890 3.449
C -3.564 -1.750 3.230
H 2.120 -4.314 0.545
H -1.848 0.142 1.003
H -3.730 1.636 1.392
H -5.546 0.996 2.984
H -5.420 -1.200 4.126
H -3.548 -2.701 3.731
O -3.214 5.617 -0.144
C -1.956 5.444 -0.815
C -1.465 3.998 -0.717
C -1.167 3.702 0.758
O -0.164 4.541 1.312
C -0.228 3.931 -1.652
Se 1.416 3.038 -1.015
C -2.600 3.073 -1.180
Se -2.217 1.189 -1.678
H -3.417 6.555 -0.153
H -1.198 6.088 -0.357
H -2.061 5.712 -1.875
H -0.889 2.648 0.854
H -2.081 3.877 1.332
H 0.663 4.231 0.888
H 0.084 4.945 -1.915
H -0.520 3.422 -2.570
H -3.066 3.502 -2.070
H -3.363 3.041 -0.403

Here are the Löwdin charges for atoms 1 to 6, given in e:
1 Au 0.24
2 O 0.08
3 C -0.55
4 O 0.01
5 C -0.06
6 C -0.56

***

No. 3
Formula: C3H14O4
Source: OMol25
Level of theory: ωB97M-V/def2-TZVPD

Calculated values
energy relative to the best compared isomer or geometry (same formula, charge and spin): 44.92 kcal/mol
orbital gap: 10.37 eV
net charge: 0
LUMO level: 0.423 eV
HOMO energy: -0.3657 Ha
SMILES: CO.CO.CO.O

Cartesian coordinates (Å):
O 3.378 -11.921 1.892
H 2.703 -11.239 1.689
H 3.696 -12.210 1.034
C 0.409 -13.760 -1.297
O -0.849 -14.201 -0.918
H 1.173 -14.514 -1.007
H 0.539 -13.640 -2.361
H 0.714 -12.788 -0.833
H -1.460 -13.491 -1.182
C 0.692 -14.083 2.590
O 1.416 -13.175 3.465
H -0.169 -13.507 2.211
H 1.342 -14.430 1.773
H 0.390 -14.998 3.102
H 2.220 -12.847 3.042
C -0.334 -9.828 4.664
O -0.059 -10.667 3.558
H -0.914 -10.343 5.436
H 0.532 -9.421 5.171
H -0.919 -8.993 4.301
H 0.360 -11.472 3.906

Here are the Löwdin charges for atoms 1 to 6, given in e:
1 O -0.05
2 H 0.08
3 H 0.05
4 C -0.22
5 O -0.11
6 H 0.08

***

No. 4
Formula: C5H6O
Source: OMol25
Level of theory: ωB97M-V/def2-TZVPD

Calculated values
energy relative to the best compared isomer or geometry (same formula, charge and spin): 38.28 kcal/mol
orbital gap: 10.39 eV
net charge: 0
LUMO level: 1.013 eV
HOMO energy: -0.3446 Ha

Cartesian coordinates (Å):
O 1.753 -1.556 0.883
C 0.853 -0.950 0.345
C 0.874 -0.124 -0.945
C 0.016 0.841 -0.128
C -1.346 0.309 0.038
C -0.321 -0.302 0.958
H 1.865 0.231 -1.226
H 0.390 -0.601 -1.802
H 0.312 1.878 0.016
H -1.841 -0.283 -0.732
H -1.994 0.998 0.587
H -0.561 -0.442 2.006

Here are the Löwdin charges for atoms 1 to 6, given in e:
1 O 0.07
2 C -0.42
3 C -0.05
4 C -0.16
5 C -0.10
6 C -0.08

***

No. 5
Formula: C2H4N4O
Source: OMol25
Level of theory: ωB97M-V/def2-TZVPD

Calculated values
energy relative to the best compared isomer or geometry (same formula, charge and spin): 62.07 kcal/mol
orbital gap: 9.84 eV
net charge: 0
LUMO level: 0.228 eV
HOMO energy: -0.3531 Ha
SMILES: Cn1[nH]nnc1=O

Cartesian coordinates (Å):
C -1.821 -0.825 0.169
C 0.016 0.876 -0.120
H -1.701 -1.139 1.288
H -2.349 0.134 0.179
H -2.330 -1.574 -0.490
H 0.716 -2.216 -0.418
N -0.470 -0.437 -0.326
N 0.607 -1.243 -0.023
N 1.674 -0.502 0.122
N 1.364 0.760 0.120
O -0.716 1.805 -0.014

Here are the Löwdin charges for atoms 1 to 6, given in e:
1 C -0.01
2 C -0.57
3 H 0.12
4 H 0.08
5 H 0.09
6 H 0.19

***

No. 6
Formula: C7H10BrNO2
Source: OMol25
Level of theory: ωB97M-V/def2-TZVPD

Calculated values
energy relative to the best compared isomer or geometry (same formula, charge and spin): 19.70 kcal/mol
orbital gap: 9.85 eV
net charge: 0
LUMO level: 0.526 eV
HOMO energy: -0.3425 Ha
SMILES: C=C[C@H](Br)C(=O)C(=O)N(C)C

Cartesian coordinates (Å):
C -2.364 2.302 2.683
C -1.742 1.863 1.566
C 1.050 -0.969 0.132
C -0.331 1.294 1.604
C -0.269 -0.015 0.656
C 0.375 -0.551 -2.260
C 1.852 -2.280 -1.691
N 0.934 -1.307 -1.187
O 1.806 -1.443 0.960
O -1.348 -0.520 0.422
Br 0.904 2.508 0.796
H -3.371 2.642 2.562
H -2.051 2.207 3.679
H -2.235 2.064 0.637
H 0.939 0.401 -2.598
H 0.469 -1.151 -3.150
H -0.695 -0.280 -2.023
H 1.404 -3.081 -2.283
H 2.510 -1.732 -2.225
H 2.311 -2.858 -0.913
H -0.146 0.905 2.635

Here are the Löwdin charges for atoms 1 to 6, given in e:
1 C 0.04
2 C -0.23
3 C -0.35
4 C -0.66
5 C -0.28
6 C -0.07

***

Please write out number 1 again, unchanged.
Formula: C3H10O3
Source: OMol25
Level of theory: ωB97M-V/def2-TZVPD

Calculated values
energy relative to the best compared isomer or geometry (same formula, charge and spin): 21.90 kcal/mol
orbital gap: 9.47 eV
net charge: 0
LUMO level: 0.644 eV
HOMO energy: -0.3243 Ha
SMILES: C/C=C/O.O.O

Cartesian coordinates (Å):
C 1.807 2.439 0.985
C 0.639 1.645 0.493
C 0.375 1.384 -0.777
O -0.618 0.520 -1.144
H 2.429 1.866 1.678
H 2.474 2.668 0.158
H 1.453 3.358 1.442
H -0.106 1.265 1.193
H 1.027 1.694 -1.568
H -0.965 0.710 -2.019
H -4.955 -4.056 -3.353
H -3.617 -3.461 -3.033
O -4.049 -4.028 -3.685
H 1.043 -1.982 3.951
H 1.891 -1.763 2.642
O 1.171 -2.259 3.038

Here are the Löwdin charges for atoms 1 to 6, given in e:
1 C -0.11
2 C -0.16
3 C -0.23
4 O -0.01
5 H 0.07
6 H 0.07

***

> HOMO energy of number 2 (C16H16AuClN2O6Se2)?

-0.0303 Ha

***

> Which formula does entry 5 have?

C2H4N4O